The following is a DFT calculation (wB97M-V/def2-TZVPD) of a 3-piece molecular cluster, C35H69FN2O7S4 overall at a distorted geometry.

For the largest force on an atom, the calculation gives 0.16165 Eh/bohr. The energy comes out at -100770.923 eV. For the molar mass, the calculation gives 777.21 Da. Its SMILES is CCCCCCCC[C@H](CCF)OCCN(CCCCN(CCCC)C(=S)SCCC)CC(=O)O.O=S1(=O)CCCC1.O=S1(=O)CCCC1. The value obtained for the highest occupied orbital energy is -7.8489 eV. For the energy above the lowest of the compared OMol25 structures with the same formula, charge and spin, the calculation gives 1182.1 kJ/mol. The value obtained for the gap between HOMO and LUMO is 7.811 eV.

Last columns: bonded neighbours and bond lengths (Å).
Atoms and positions in Å:
1 C -6.27 1.70 -7.59  C2 1.660, H36 1.190, H37 1.184, H38 1.184
2 C -5.31 0.42 -8.03  C1 1.660, C3 1.651, H39 1.189, H40 1.178
3 C -3.87 0.44 -7.21  C2 1.651, C4 1.667, H41 1.180, H42 1.192
4 C -3.51 -1.04 -6.54  C3 1.667, C5 1.654, H43 1.173, H44 1.180
5 C -4.51 -1.37 -5.27  C4 1.654, C6 1.641, H45 1.192, H46 1.187
6 C -4.67 -2.97 -4.94  C5 1.641, C7 1.642, H47 1.188, H48 1.192
7 C -3.31 -3.70 -4.37  C6 1.642, C8 1.672, H49 1.194, H50 1.170
8 C -2.35 -2.62 -3.52  C7 1.672, C9 1.631, H51 1.179, H52 1.194
9 C -1.27 -3.38 -2.56  C8 1.631, C10 1.673, O13 1.443, H53 1.196
10 C -1.96 -3.53 -1.05  C9 1.673, C11 1.642, H54 1.170, H55 1.183
11 C -3.25 -4.54 -1.02  C10 1.642, F12 1.498, H56 1.184, H57 1.193
12 F -3.78 -4.56 0.38  C11 1.498
13 O 0.09 -2.91 -2.57  C9 1.443, C14 1.448
14 C 0.31 -1.48 -2.56  O13 1.448, C15 1.638, H58 1.175, H59 1.197
15 C 0.09 -0.71 -1.13  C14 1.638, N16 1.541, H60 1.194, H61 1.167
16 N -0.57 0.68 -1.26  C15 1.541, C17 1.512, C32 1.511
17 C 0.25 1.60 -2.12  N16 1.512, C18 1.641, H62 1.184, H63 1.183
18 C 0.12 3.20 -1.76  C17 1.641, C19 1.641, H64 1.172, H65 1.193
19 C 1.36 3.81 -0.88  C18 1.641, C20 1.642, H66 1.194, H67 1.181
20 C 0.99 4.20 0.67  C19 1.642, N21 1.518, H68 1.183, H69 1.194
21 N 0.24 3.12 1.43  C20 1.518, C22 1.513, C26 1.512
22 C 1.19 2.38 2.35  N21 1.513, C23 1.672, H70 1.186, H71 1.170
23 C 2.45 1.64 1.54  C22 1.672, C24 1.645, H72 1.175, H73 1.192
24 C 3.89 2.39 1.74  C23 1.645, C25 1.668, H74 1.171, H75 1.170
25 C 5.08 1.25 1.46  C24 1.668, H76 1.175, H77 1.182, H78 1.187
26 C -0.89 3.80 2.17  N21 1.512, S27 1.730, S28 1.873
27 S -2.24 4.28 1.21  C26 1.730
28 S -0.95 4.21 4.00  C26 1.873, C29 1.873
29 C -0.89 2.68 5.08  S28 1.873, C30 1.639, H79 1.175, H80 1.194
30 C -1.78 1.41 4.55  C29 1.639, C31 1.640, H81 1.194, H82 1.170
31 C -3.30 1.79 4.05  C30 1.640, H83 1.179, H84 1.190, H85 1.170
32 C -2.01 0.56 -1.72  N16 1.511, C33 1.665, H86 1.170, H87 1.177
33 C -3.03 1.67 -1.01  C32 1.665, O34 1.335, O35 1.500
34 O -3.46 2.79 -1.59  C33 1.335
35 O -3.47 1.31 0.38  C33 1.500, H88 1.022
36 H -6.63 2.30 -8.55  C1 1.190
37 H -7.22 1.29 -7.02  C1 1.184
38 H -5.70 2.50 -6.92  C1 1.184
39 H -5.10 0.52 -9.19  C2 1.189
40 H -5.86 -0.60 -7.84  C2 1.178
41 H -3.83 1.32 -6.42  C3 1.180
42 H -3.03 0.67 -8.03  C3 1.192
43 H -2.37 -0.98 -6.26  C4 1.173
44 H -3.60 -1.85 -7.40  C4 1.180
45 H -5.59 -0.99 -5.61  C5 1.192
46 H -4.25 -0.73 -4.31  C5 1.187
47 H -5.50 -3.09 -4.11  C6 1.188
48 H -4.99 -3.49 -5.97  C6 1.192
49 H -2.65 -3.98 -5.32  C7 1.194
50 H -3.49 -4.70 -3.80  C7 1.170
51 H -1.89 -1.91 -4.34  C8 1.179
52 H -3.13 -1.97 -2.88  C8 1.194
53 H -1.24 -4.51 -2.96  C9 1.196
54 H -2.30 -2.50 -0.61  C10 1.170
55 H -1.11 -4.00 -0.38  C10 1.183
56 H -2.96 -5.62 -1.42  C11 1.184
57 H -4.11 -4.04 -1.68  C11 1.193
58 H -0.26 -0.84 -3.37  C14 1.175
59 H 1.46 -1.32 -2.82  C14 1.197
60 H 1.17 -0.47 -0.67  C15 1.194
61 H -0.47 -1.31 -0.30  C15 1.167
62 H 1.39 1.31 -1.96  C17 1.184
63 H -0.03 1.39 -3.25  C17 1.183
64 H -0.87 3.50 -1.21  C18 1.172
65 H 0.11 3.78 -2.80  C18 1.193
66 H 1.66 4.84 -1.41  C19 1.194
67 H 2.33 3.14 -0.95  C19 1.181
68 H 0.43 5.24 0.65  C20 1.183
69 H 1.99 4.40 1.29  C20 1.194
70 H 0.58 1.49 2.84  C22 1.186
71 H 1.64 3.02 3.22  C22 1.170
72 H 2.18 1.44 0.41  C23 1.175
73 H 2.57 0.56 2.03  C23 1.192
74 H 3.95 3.26 0.96  C24 1.171
75 H 3.91 2.81 2.83  C24 1.170
76 H 4.92 0.85 0.37  C25 1.175
77 H 4.93 0.39 2.26  C25 1.182
78 H 6.13 1.78 1.59  C25 1.187
79 H 0.24 2.43 5.30  C29 1.175
80 H -1.35 2.99 6.13  C29 1.194
81 H -1.92 0.68 5.48  C30 1.194
82 H -1.28 0.76 3.71  C30 1.170
83 H -4.08 1.91 4.92  C31 1.179
84 H -3.67 0.88 3.36  C31 1.190
85 H -3.37 2.75 3.38  C31 1.170
86 H -2.44 -0.49 -1.44  C32 1.170
87 H -2.12 0.70 -2.88  C32 1.177
88 H -4.16 2.04 0.57  O35 1.022
89 O 3.80 0.66 6.27  S90 1.448
90 S 4.59 1.79 5.83  O89 1.448, O91 1.449, C92 1.782, C95 1.787
91 O 4.09 2.74 4.85  S90 1.449
92 C 5.14 2.69 7.26  S90 1.782, C93 1.521, H96 1.091, H97 1.094
93 C 6.46 2.04 7.63  C92 1.521, C94 1.528, H98 1.094, H99 1.097
94 C 7.20 1.81 6.31  C93 1.528, C95 1.528, H100 1.097, H101 1.094
95 C 6.20 1.21 5.33  S90 1.787, C94 1.528, H102 1.093, H103 1.093
96 H 4.39 2.63 8.05  C92 1.091
97 H 5.29 3.74 6.96  C92 1.094
98 H 7.04 2.66 8.32  C93 1.094
99 H 6.28 1.07 8.12  C93 1.097
100 H 7.56 2.78 5.93  C94 1.097
101 H 8.07 1.16 6.44  C94 1.094
102 H 6.40 1.53 4.30  C95 1.093
103 H 6.20 0.12 5.38  C95 1.093
104 O 0.32 -2.76 1.91  S105 1.448
105 S 1.75 -2.92 1.72  O104 1.448, O106 1.449, C107 1.782, C110 1.787
106 O 2.66 -1.79 1.71  S105 1.449
107 C 2.35 -4.12 2.90  S105 1.782, C108 1.521, H111 1.091, H112 1.094
108 C 2.19 -5.45 2.19  C107 1.521, C109 1.528, H113 1.094, H114 1.097
109 C 2.66 -5.21 0.76  C108 1.528, C110 1.528, H115 1.097, H116 1.094
110 C 2.02 -3.91 0.27  S105 1.787, C109 1.528, H117 1.093, H118 1.093
111 H 1.77 -4.05 3.82  C107 1.091
112 H 3.40 -3.89 3.10  C107 1.094
113 H 2.76 -6.24 2.68  C108 1.094
114 H 1.13 -5.75 2.18  C108 1.097
115 H 3.76 -5.11 0.75  C109 1.097
116 H 2.41 -6.05 0.10  C109 1.094
117 H 2.68 -3.38 -0.42  C110 1.093
118 H 1.05 -4.10 -0.20  C110 1.093

Results of the Löwdin charge analysis, in e, for atoms 1 through 5: -0.15 -0.26 -0.22 -0.21 -0.22


The following is a DFT calculation (wB97M-V/def2-TZVPD) of a 3-piece molecular cluster, C35H69I2N2O4S overall at a distorted geometry.

For the largest force on an atom, the calculation gives 0.06964 Eh/bohr. The energy comes out at -75607.886 eV. For the molar mass, the calculation gives 867.82 Da. The value obtained for the highest occupied orbital energy is -10.8562 eV. For the energy above the lowest of the compared OMol25 structures with the same formula, charge and spin, the calculation gives 355.3 kJ/mol. The value obtained for the gap between HOMO and LUMO is 8.441 eV. The total charge is +1.

Last columns: bonded neighbours and bond lengths (Å).
Atoms and positions in Å:
1 C 2.74 0.96 2.46  C2 1.214, H37 1.119
2 C 2.03 0.34 1.70  C1 1.214, C3 1.543
3 C 1.02 -0.09 0.61  C2 1.543, C4 1.610, C30 1.626, H38 1.140
4 C 1.23 0.63 -0.81  C3 1.610, C5 1.580, C15 1.578, H39 1.140
5 C 2.73 0.99 -1.15  C4 1.580, C6 1.618, H40 1.137, H41 1.122
6 C 3.39 -0.35 -1.77  C5 1.618, C7 1.583, H42 1.140, H43 1.127
7 C 3.87 -0.18 -3.27  C6 1.583, C8 1.603, C9 1.581, H44 1.140
8 C 4.60 -1.48 -3.85  C7 1.603, H45 1.126, H46 1.123, H47 1.138
9 C 2.77 0.34 -4.28  C7 1.581, C10 1.584, H48 1.137, H49 1.139
10 C 1.54 -0.63 -4.53  C9 1.584, C11 1.577, H50 1.141, H51 1.126
11 C 0.96 -0.31 -5.96  C10 1.577, C12 1.368, H52 1.132
12 C -0.27 -0.64 -6.45  C11 1.368, C13 1.595, C14 1.566
13 C -0.77 0.09 -7.77  C12 1.595, H53 1.138, H54 1.121, H55 1.132
14 C -1.26 -1.71 -5.86  C12 1.566, H56 1.125, H57 1.132, H58 1.139
15 C 0.15 1.77 -1.00  C4 1.578, S16 1.897, O17 1.406, N21 1.506
16 S 0.28 2.67 -2.67  C15 1.897, H59 1.373
17 O 0.08 2.79 -0.03  C15 1.406, C18 1.427
18 C 1.26 3.56 0.19  O17 1.427, C19 1.603, H60 1.141, H61 1.123
19 C 0.97 5.10 0.55  C18 1.603, C20 1.608, H62 1.124, H63 1.125
20 C 2.42 5.72 0.86  C19 1.608, H64 1.125, H65 1.137, H66 1.123
21 N -1.22 1.16 -1.08  C15 1.506, C22 1.524, H67 1.033, H68 1.043
22 C -1.38 -0.10 -0.25  N21 1.524, O23 1.403, C30 1.579, H69 1.146
23 O -1.35 -1.14 -1.19  C22 1.403, C24 1.402
24 C -0.63 -2.34 -1.12  O23 1.402, C25 1.612, H70 1.140, H71 1.137
25 C -1.04 -3.23 -2.40  C24 1.612, C26 1.577, C27 1.586, H72 1.140
26 C -2.60 -3.47 -2.51  C25 1.577, H73 1.125, H74 1.136, H75 1.138
27 C -0.14 -4.52 -2.53  C25 1.586, C28 1.606, C29 1.583, H76 1.130
28 C 1.06 -4.36 -3.58  C27 1.606, H77 1.126, H78 1.130, H79 1.126
29 C 0.52 -5.04 -1.18  C27 1.583, H80 1.122, H81 1.138, H82 1.140
30 C -0.54 -0.12 1.09  C3 1.626, C22 1.579, N31 1.510, C32 1.593
31 N -0.87 -1.42 1.78  C30 1.510, H83 1.020, H84 1.026
32 C -0.90 0.94 2.22  C30 1.593, I33 2.220, C34 1.599, H85 1.135
33 I -2.70 2.18 1.82  C32 2.220
34 C -1.20 0.37 3.68  C32 1.599, C35 1.625, I36 2.175, H86 1.133
35 C -1.66 1.58 4.66  C34 1.625, H87 1.124, H88 1.137, H89 1.132
36 I 0.48 -0.49 4.75  C34 2.175
37 H 3.19 1.38 3.40  C1 1.119
38 H 1.28 -1.18 0.41  C3 1.140
39 H 0.97 -0.16 -1.58  C4 1.140
40 H 2.84 1.75 -1.99  C5 1.137
41 H 3.34 1.41 -0.30  C5 1.122
42 H 4.34 -0.50 -1.16  C6 1.140
43 H 2.77 -1.27 -1.59  C6 1.127
44 H 4.68 0.63 -3.25  C7 1.140
45 H 3.94 -2.06 -4.56  C8 1.126
46 H 5.04 -2.10 -3.02  C8 1.123
47 H 5.46 -1.09 -4.49  C8 1.138
48 H 2.39 1.38 -4.05  C9 1.137
49 H 3.29 0.45 -5.29  C9 1.139
50 H 0.71 -0.44 -3.77  C10 1.141
51 H 1.83 -1.71 -4.46  C10 1.126
52 H 1.63 0.30 -6.65  C11 1.132
53 H -1.07 -0.74 -8.48  C13 1.138
54 H 0.02 0.76 -8.22  C13 1.121
55 H -1.73 0.64 -7.52  C13 1.132
56 H -0.79 -2.72 -5.67  C14 1.125
57 H -2.16 -1.88 -6.51  C14 1.132
58 H -1.66 -1.29 -4.88  C14 1.139
59 H 1.48 3.34 -2.70  S16 1.373
60 H 1.78 3.15 1.12  C18 1.141
61 H 2.04 3.57 -0.62  C18 1.123
62 H 0.28 5.18 1.43  C19 1.124
63 H 0.59 5.56 -0.40  C19 1.125
64 H 2.76 5.28 1.84  C20 1.125
65 H 3.10 5.31 0.05  C20 1.137
66 H 2.40 6.84 0.84  C20 1.123
67 H -1.98 1.84 -0.93  N21 1.033
68 H -1.31 0.90 -2.09  N21 1.043
69 H -2.48 -0.08 0.07  C22 1.146
70 H 0.51 -2.32 -1.19  C24 1.140
71 H -0.97 -2.99 -0.25  C24 1.137
72 H -0.77 -2.56 -3.28  C25 1.140
73 H -3.05 -4.07 -1.67  C26 1.125
74 H -3.15 -2.49 -2.66  C26 1.136
75 H -2.77 -4.05 -3.47  C26 1.138
76 H -0.78 -5.36 -2.94  C27 1.130
77 H 1.93 -3.77 -3.16  C28 1.126
78 H 1.41 -5.41 -3.83  C28 1.130
79 H 0.71 -3.89 -4.54  C28 1.126
80 H 1.03 -6.03 -1.28  C29 1.122
81 H -0.25 -5.07 -0.35  C29 1.138
82 H 1.29 -4.28 -0.82  C29 1.140
83 H -0.19 -2.15 1.54  N31 1.020
84 H -1.81 -1.66 1.43  N31 1.026
85 H -0.12 1.75 2.38  C32 1.135
86 H -2.10 -0.32 3.71  C34 1.133
87 H -1.18 2.56 4.39  C35 1.124
88 H -1.30 1.36 5.71  C35 1.137
89 H -2.79 1.64 4.76  C35 1.132
90 C -6.40 -2.59 3.19  C91 1.520, H94 1.094, H95 1.092, H96 1.092
91 C -5.52 -1.36 3.05  C90 1.520, C92 1.522, O93 1.430, H97 1.093
92 C -6.35 -0.08 3.11  C91 1.522, H98 1.094, H99 1.093, H100 1.092
93 O -4.81 -1.41 1.81  C91 1.430, H101 0.966
94 H -7.13 -2.64 2.37  C90 1.094
95 H -5.80 -3.50 3.14  C90 1.092
96 H -6.94 -2.58 4.14  C90 1.092
97 H -4.78 -1.35 3.85  C91 1.093
98 H -7.07 -0.05 2.29  C92 1.094
99 H -5.71 0.80 3.00  C92 1.093
100 H -6.89 0.00 4.06  C92 1.092
101 H -5.47 -1.42 1.10  O93 0.966
102 C 2.13 3.16 6.63  C103 1.521, H106 1.095, H107 1.093, H108 1.093
103 C 1.44 3.09 7.98  C102 1.521, C104 1.521, O105 1.426, H109 1.092
104 C 2.38 2.56 9.06  C103 1.521, H110 1.095, H111 1.092, H112 1.092
105 O 0.30 2.24 7.89  C103 1.426, H113 0.966
106 H 2.46 2.17 6.30  C102 1.095
107 H 1.44 3.53 5.87  C102 1.093
108 H 3.00 3.82 6.66  C102 1.093
109 H 1.09 4.08 8.27  C103 1.092
110 H 2.72 1.54 8.81  C104 1.095
111 H 1.87 2.50 10.02  C104 1.092
112 H 3.26 3.20 9.16  C104 1.092
113 H 0.60 1.36 7.64  O105 0.966

Results of the Löwdin charge analysis, in e, for atoms 1 through 5: 0.06 -0.13 -0.14 -0.19 -0.13


no.,lowest unoccupied orbital energy (eV)
1,-0.038
2,-2.415